C18H17BrN2O5RhS as an isolated structure, computed with the ωB97M-V functional and the def2-TZVPD basis.

Each line ends with the Löwdin charge.
Positions of all 45 atoms, in Å:
Rh (-0.362567, 0.114116, -0.037649)  0.93
Br (0.082329, -0.914589, 2.189394)  0.99
C (1.975465, -0.734426, 2.046178)  -0.54
C (2.828352, -1.330865, 2.913282)  -0.09
C (4.210003, -1.039595, 2.771522)  -0.05
C (4.640461, -0.156407, 1.824881)  -0.01
C (3.734752, 0.473528, 0.930637)  -0.15
C (4.148116, 1.434641, -0.029044)  -0.02
C (3.241347, 2.023057, -0.857328)  -0.05
C (1.867693, 1.652045, -0.812581)  -0.09
C (1.461596, 0.717141, 0.086257)  -0.24
C (2.364158, 0.143109, 1.018770)  -0.22
H (2.476345, -1.988503, 3.696178)  0.11
H (4.916462, -1.511704, 3.439962)  0.12
H (5.692680, 0.086966, 1.746633)  0.12
H (5.197590, 1.693413, -0.089589)  0.12
H (3.559662, 2.767879, -1.574524)  0.11
H (1.167736, 2.086770, -1.517409)  0.10
C (0.083421, -3.840396, 0.003133)  0.01
C (-0.955095, -3.047761, -0.700626)  -0.31
N (-0.972827, -1.736681, -0.880915)  0.04
C (-2.103196, -1.426795, -1.607858)  -0.12
C (-2.801404, -2.566115, -1.846596)  -0.05
N (-2.058789, -3.566028, -1.275376)  0.20
C (-4.095966, -2.910258, -2.501137)  -0.47
O (-4.788452, -1.912339, -3.014401)  0.16
O (-4.442328, -4.060667, -2.518048)  0.14
C (-2.323597, -0.013005, -1.970512)  -0.53
O (-3.329819, 0.362140, -2.547151)  0.10
O (-1.331828, 0.772572, -1.641236)  -0.16
H (0.968238, -3.227430, 0.158005)  0.08
H (0.361635, -4.714840, -0.584038)  0.10
H (-0.281530, -4.182654, 0.972280)  0.09
H (-2.341220, -4.536518, -1.324403)  0.19
H (-4.334098, -1.042012, -2.889489)  0.08
C (-0.888329, 4.240750, 1.404673)  -0.23
S (-1.209432, 3.073189, 0.110722)  0.94
C (-2.927456, 3.384210, -0.185433)  -0.21
O (-1.229538, 1.706784, 0.877277)  -0.63
H (-1.597136, 4.082302, 2.216484)  0.07
H (-0.978548, 5.246309, 0.994023)  0.07
H (0.130489, 4.067838, 1.745525)  0.07
H (-3.045247, 4.446629, -0.398530)  0.08
H (-3.484595, 3.095472, 0.705373)  0.08
H (-3.225531, 2.788726, -1.047313)  0.05

Cartesian forces (eV/Å) of the 6 atoms listed first:
-2.5 -1.3 1.1
0.1 0.0 0.0
0.0 0.1 -0.1
0.2 0.0 0.0
-0.2 -0.1 0.0
0.0 0.1 0.0

Calculated values
- Kohn-Sham gap: 7.62 eV
- Energy above the lowest of the compared OMol25 structures with the same formula, charge and spin: 0.928 eV
- M: 556.220 g mol⁻¹
- Max |F|: 3.06 eV/Å
- Total charge: +1